(1)
{
  "formula": "C36H102N6O18",
  "method": "ωB97M-V/def2-TZVPD",
  "e_above_lowest_kcal_mol": 39.8,
  "smiles": "COC[C@H](C)N.COC[C@H](C)N.COC[C@H](C)N.COC[C@H](C)N.COC[C@H](C)N.COC[C@H](C)N.OCCO.OCCO.OCCO.OCCO.OCCO.OCCO",
  "multiplicity": 1,
  "total_charge": 0,
  "energy_ev": -84775.7335,
  "e_homo_ev": -8.936,
  "symbols": ["C", "O", "C", "C", "C", "N", "H", "H", "H", "H", "H", "H", "H", "H", "H", "H", "H", "C", "O", "C", "C", "C", "N", "H", "H", "H", "H", "H", "H", "H", "H", "H", "H", "H", "C", "O", "C", "C", "C", "N", "H", "H", "H", "H", "H", "H", "H", "H", "H", "H", "H", "C", "O", "C", "C", "C", "N", "H", "H", "H", "H", "H", "H", "H", "H", "H", "H", "H", "C", "O", "C", "C", "C", "N", "H", "H", "H", "H", "H", "H", "H", "H", "H", "H", "H", "C", "O", "C", "C", "C", "N", "H", "H", "H", "H", "H", "H", "H", "H", "H", "H", "H", "O", "C", "C", "O", "H", "H", "H", "H", "H", "H", "O", "C", "C", "O", "H", "H", "H", "H", "H", "H", "O", "C", "C", "O", "H", "H", "H", "H", "H", "H", "O", "C", "C", "O", "H", "H", "H", "H", "H", "H", "O", "C", "C", "O", "H", "H", "H", "H", "H", "H", "O", "C", "C", "O", "H", "H", "H", "H", "H", "H"],
  "coordinates": [[-5.70282, 0.10157, 2.06987], [-5.81140, -0.58872, 0.85286], [-4.60375, -1.06930, 0.30018], [-4.91388, -1.97702, -0.91664], [-5.69038, -3.27302, -0.64468], [-3.59684, -2.30137, -1.47358], [-5.04876, 0.96519, 1.90662], [-5.33446, -0.41507, 2.95833], [-6.71590, 0.47804, 2.21128], [-4.02533, -0.25075, -0.14115], [-4.03009, -1.57563, 1.08134], [-5.30217, -1.25304, -1.63942], [-6.75198, -3.02897, -0.67566], [-5.40498, -3.59755, 0.35488], [-5.48588, -3.98598, -1.44197], [-3.16365, -1.42416, -1.75082], [-3.65990, -2.71947, -2.39807], [4.11731, -0.13848, 1.02773], [4.45188, 1.21400, 0.83047], [4.92085, 1.80978, 2.04069], [5.47194, 3.17612, 1.69846], [6.71048, 2.98246, 0.82570], [5.86733, 3.90126, 2.89878], [4.12229, -0.66144, 0.06923], [3.14128, -0.28147, 1.49573], [4.87801, -0.68805, 1.59004], [4.15934, 1.90879, 2.82141], [5.66467, 1.13297, 2.47385], [4.68850, 3.74365, 1.19340], [7.35183, 2.16642, 1.16129], [7.30658, 3.89607, 0.78548], [6.47921, 2.77483, -0.22032], [6.60716, 3.42503, 3.39940], [6.24919, 4.77985, 2.57303], [-4.66914, 1.85952, -2.11784], [-4.08465, 2.61197, -3.16374], [-4.36209, 2.03437, -4.47446], [-3.04239, 1.84905, -5.20303], [-3.32862, 1.31997, -6.62721], [-2.21102, 0.81415, -4.51674], [-5.76165, 1.89605, -2.15081], [-4.46138, 2.36193, -1.17056], [-4.31362, 0.83359, -2.00147], [-4.76369, 1.02162, -4.39691], [-5.06521, 2.73325, -4.92542], [-2.40875, 2.73743, -5.21791], [-3.93650, 2.05757, -7.15414], [-3.89026, 0.38894, -6.55723], [-2.39124, 1.19236, -7.16494], [-2.19305, 0.97530, -3.51641], [-1.24108, 0.91655, -4.80738], [-1.16626, 1.39409, 1.47625], [-0.46788, 0.82185, 0.37414], [-0.43118, -0.60541, 0.27174], [0.38893, -1.11319, -0.90848], [-0.22254, -0.72706, -2.26962], [0.47696, -2.54439, -0.93681], [-1.03524, 2.47268, 1.42531], [-0.87515, 0.87075, 2.38529], [-2.23420, 1.21140, 1.32366], [-0.11756, -0.89012, 1.27977], [-1.46639, -0.94850, 0.15562], [1.37500, -0.64346, -0.85904], [0.32468, -1.10969, -3.12782], [-0.25185, 0.34898, -2.45714], [-1.25197, -1.08724, -2.29266], [0.93158, -2.89566, -0.09677], [-0.42063, -2.99676, -0.76387], [4.06480, -1.07226, 4.48006], [2.78056, -0.55553, 4.21871], [2.34857, 0.31336, 5.24041], [1.03836, 1.03734, 4.93614], [0.64366, 2.03613, 6.05354], [-0.08332, 0.14142, 4.67862], [4.38801, -1.77416, 3.71278], [4.10346, -1.57572, 5.44928], [4.80382, -0.26548, 4.48468], [2.10427, -0.23896, 6.15614], [3.10239, 1.08128, 5.43523], [1.19540, 1.60852, 4.01638], [1.52319, 2.48060, 6.51955], [0.11955, 1.42167, 6.78628], [0.03657, 2.82706, 5.61893], [-0.09757, -0.60893, 5.36164], [0.11999, -0.29946, 3.78750], [1.81433, 3.37043, -0.25022], [1.85089, 4.39774, 0.73190], [1.88525, 3.88715, 2.04346], [2.44553, 5.02161, 2.92697], [2.39887, 4.66466, 4.41795], [1.69566, 6.26660, 2.80360], [2.58976, 2.61658, -0.09863], [2.07313, 3.80027, -1.22103], [0.82176, 2.93860, -0.38600], [0.90593, 3.46993, 2.29709], [2.61953, 3.07913, 2.12596], [3.48951, 5.09200, 2.62016], [1.35300, 4.70959, 4.73086], [2.93451, 5.41642, 4.99564], [2.73210, 3.65821, 4.67683], [0.71236, 6.09438, 3.00764], [1.52452, 6.33889, 1.79949], [1.36202, -3.57802, -4.60708], [0.78823, -4.73673, -3.96193], [-0.32041, -5.33647, -4.82073], [-1.51995, -4.59893, -4.69668], [0.97447, -2.78867, -4.22074], [1.58629, -5.48342, -3.93975], [0.52282, -4.48334, -2.93690], [-0.57560, -6.29122, -4.35132], [-0.05226, -5.52325, -5.86188], [-1.34637, -3.76045, -5.14642], [-2.63792, -7.40811, -0.38840], [-2.93339, -6.10744, 0.06814], [-1.97354, -5.13772, -0.60785], [-1.96650, -3.87421, 0.03647], [-3.35871, -8.01607, -0.21187], [-3.97310, -5.81335, -0.08088], [-2.65500, -6.00878, 1.12342], [-2.38172, -5.05944, -1.61941], [-0.99007, -5.60725, -0.61947], [-2.59561, -3.29718, -0.45479], [1.34823, -4.10704, 1.77515], [1.13181, -3.34229, 2.96405], [-0.27556, -3.46725, 3.51859], [-1.21259, -2.86463, 2.67343], [1.36441, -5.03004, 2.04578], [1.82841, -3.72588, 3.71615], [1.40526, -2.32457, 2.68889], [-0.33132, -3.07109, 4.53419], [-0.53965, -4.52520, 3.63796], [-1.21948, -3.30761, 1.81153], [-3.23294, 4.58519, 4.64547], [-2.89503, 3.42658, 3.89438], [-3.33377, 2.20041, 4.70869], [-2.92478, 1.01772, 4.06606], [-4.18686, 4.69524, 4.63356], [-3.32429, 3.44838, 2.88685], [-1.84658, 3.40417, 3.58879], [-4.41836, 2.18907, 4.83066], [-2.87830, 2.14514, 5.70037], [-2.03300, 0.76285, 4.33603], [3.03430, 1.30105, -4.29514], [3.56563, 0.67477, -3.11786], [5.07143, 0.67968, -3.06010], [5.66820, -0.07572, -4.15262], [3.67832, 1.11108, -4.98781], [3.22507, 1.24704, -2.25595], [3.22050, -0.35286, -2.98525], [5.31386, 0.16762, -2.12403], [5.53921, 1.65440, -2.90792], [6.60350, -0.12849, -3.93800], [-0.98682, -1.62789, -5.74310], [-0.27757, -1.06174, -6.86287], [0.95105, -0.24693, -6.42274], [0.62099, 0.68262, -5.40687], [-1.49417, -0.87177, -5.40931], [0.02015, -1.82702, -7.57770], [-0.97214, -0.38971, -7.37219], [1.43069, 0.27951, -7.24980], [1.55579, -0.98180, -5.88198], [1.43674, 0.79958, -4.89598]],
  "forces_ev_per_a": [[-0.1630, 1.2549, -0.5535], [0.0151, -0.9926, -0.4332], [-0.7168, -0.4673, -0.0897], [0.7530, 0.7003, 0.1039], [-0.1499, 1.6189, -0.2520], [0.8754, 0.0408, -0.5692], [0.1028, 0.1345, 0.2690], [-0.0043, -0.5561, -0.2803], [0.0885, 0.0162, 0.4809], [0.2648, 0.2713, 0.4501], [0.2726, -0.1617, -0.1260], [-1.2597, -0.5025, 0.0304], [-0.0539, -0.2411, 0.2508], [-0.0790, -0.4757, -0.1446], [0.0782, -0.2245, 0.2390], [0.3143, 0.1588, 0.4598], [-0.4104, -0.5447, 0.1080], [0.0387, -0.7088, -0.5221], [0.0782, 0.0416, 0.6427], [-0.3845, -0.1003, -0.0513], [1.2767, -0.7105, 0.0501], [0.0032, 0.3363, -1.2560], [-0.7164, 0.2429, 0.3205], [-0.2695, 0.3237, -0.2233], [-0.0175, 0.1401, 0.1556], [0.0766, 0.2634, 0.3757], [-0.4249, -0.1020, -0.1982], [0.4313, 0.2005, 0.0036], [0.0691, 0.0416, -0.1053], [-0.0646, 0.0281, 0.2886], [0.0247, 0.0351, 0.1780], [-0.2124, -0.1988, -0.0108], [0.0774, -0.1050, -0.0759], [0.0643, 0.1536, 0.3263], [-0.3702, 0.9798, 0.7377], [-0.1855, -1.2579, -0.2290], [1.1106, 0.5695, 1.1382], [0.6364, -0.9770, -0.4449], [-0.0184, 0.9355, 0.6808], [-0.6240, -0.0225, -0.0663], [-0.1204, -0.3952, -0.3828], [0.4033, 0.1058, -0.0874], [0.0751, -0.1081, -0.4785], [-0.4104, 0.0883, 0.2164], [0.0560, -0.2607, -0.5488], [-0.6002, 0.5105, -0.2373], [0.0194, -0.0569, -0.1933], [0.1662, -0.1112, -0.0958], [-0.0974, -0.1584, -0.0766], [-0.1247, 0.1392, 0.0623], [0.0805, 0.1738, -0.0113], [-0.4673, -1.4251, -1.3706], [0.7122, 0.7889, -1.1226], [-1.0607, 1.3203, 0.9052], [-0.2792, 0.9452, -0.7856], [-0.2000, 0.9035, 0.4514], [0.5595, -1.3274, 0.9930], [0.4191, -0.0644, 0.3577], [0.0794, 0.5605, 0.3232], [-0.1882, -0.0356, 0.2971], [0.4260, -0.9819, -0.2402], [-0.1199, -0.3161, 0.0121], [0.2185, -0.2673, 0.1194], [0.0629, -0.4224, 0.1901], [-0.0610, 0.1170, 0.3830], [0.0388, -0.1528, -0.2687], [0.6389, 0.1377, -0.0589], [-0.3654, 0.4814, -0.5467], [0.3489, 0.1846, 0.2109], [-0.3982, -0.0308, -0.2873], [-0.6606, 0.3955, 0.4839], [0.2502, 0.7886, -0.4948], [0.6900, -1.0704, -0.5086], [0.0882, -0.0818, -0.4257], [-0.4639, -0.0286, -0.1298], [-0.0399, -0.0549, 0.0783], [0.0584, 0.1175, 0.1201], [0.6112, -0.2583, 0.2672], [0.2232, -0.0882, 0.1706], [-0.0445, 0.0123, -0.1178], [-0.0396, 0.0627, 0.0274], [-0.2549, 0.4790, 0.2538], [-0.2615, -0.1179, 0.2841], [-0.0576, -0.0300, 0.1311], [-0.2614, -0.3487, -0.0150], [0.1716, 0.4249, -0.8632], [0.2063, -0.4511, -0.5412], [0.7636, 0.3371, 0.2366], [-1.0473, -1.1823, 1.0980], [-0.3955, -0.1200, -0.1855], [-0.3509, 0.1470, -1.6191], [-0.2151, -0.2379, 0.4711], [-0.0820, 0.4107, 0.1042], [0.0034, -0.2797, 0.4137], [-0.1713, 0.2288, 0.4261], [-0.1422, -0.2603, -0.1900], [-0.0661, 0.6549, -0.0540], [-0.0668, 0.0546, 0.0806], [0.1190, -0.1325, 0.0108], [0.3742, 0.0516, -0.1868], [0.0556, -0.2695, 1.0536], [0.7477, 0.6682, -0.2849], [-0.0788, -0.2849, 0.1836], [0.9159, 0.1233, -1.4005], [-0.5568, -0.3701, 1.8206], [-0.0607, 0.5705, -0.5882], [-0.1957, -0.0075, 0.0530], [0.1405, 0.0292, 0.1644], [-0.4430, -0.1464, -0.0519], [0.1861, -0.2410, -0.2118], [0.3133, 0.2386, 0.0169], [-0.2678, 0.2976, 0.0542], [0.0702, -0.2283, -0.4318], [0.8698, 0.3491, 1.1182], [-1.1582, -0.3663, -0.5875], [0.2438, -0.7043, 0.2507], [-0.0864, 0.1258, 0.0885], [-0.0426, -0.0376, -0.0330], [-0.5399, -0.1925, 0.3059], [0.6671, 0.3189, -0.3493], [0.1382, 0.2667, -0.0366], [-0.1387, 0.3076, -0.1164], [-0.3552, -0.0196, 0.0379], [0.4977, -0.5887, 0.2567], [0.1365, -0.4923, -0.6102], [-0.3675, 0.6251, 0.2775], [-0.0265, -0.0883, -0.2262], [0.1401, 0.3449, 0.2128], [-0.1825, 0.1190, 0.2821], [-0.0818, 0.4775, -0.1475], [0.2651, -0.2478, -0.0021], [-0.0993, -0.1211, -0.1189], [0.5997, 0.3353, -0.2729], [-0.6390, -0.1925, 0.1747], [1.1676, -0.4710, -0.4104], [-0.7600, -0.6140, -0.7625], [-0.0263, -0.0434, -0.0701], [-0.7453, -0.1871, 0.1496], [0.3623, 0.1745, 1.0093], [-0.0559, 0.0082, -0.0895], [-0.1278, 0.8647, 0.1725], [0.3145, 0.0855, 0.1921], [0.4609, -0.4095, 0.3400], [0.3390, 0.4036, -0.0187], [0.7279, -1.0101, 0.5441], [-0.6969, 0.8801, 0.6209], [-0.0900, 0.0266, -0.2169], [-0.1579, 0.0671, 0.0213], [-0.1781, -0.0663, -0.3478], [-0.0706, -0.1891, 0.1335], [-0.2797, 0.3291, -0.6681], [0.0564, -0.0892, -0.2208], [0.7639, 0.1370, -0.8658], [-0.3339, 0.9091, 0.3283], [-0.5116, -1.1504, 1.0963], [-0.6271, 0.3847, -0.2227], [-0.3603, -0.1950, 0.5672], [0.0299, -0.1957, 0.2276], [-0.0123, -0.0193, -0.2491], [0.1710, -0.4244, -0.1919], [0.7426, -0.1240, -0.8039], [-0.0458, 0.4164, 0.1412]],
  "mulliken_charge": [-0.6835, -0.5276, 0.1907, 0.1493, -1.6159, -0.4312, 0.1800, 0.3008, 0.4111, -0.3636, 0.5317, 0.5736, 0.4378, 0.2734, 0.4103, -0.6476, 0.3647, -0.9173, -0.0023, -0.9211, 0.7899, -1.4097, -0.6103, 0.2424, 0.2586, 0.3419, -0.1481, 0.7581, 0.0585, 0.3113, 0.4822, 0.1132, 0.2620, 0.2879, -0.2729, -0.4306, -0.8409, 0.4218, -1.4428, -0.1305, 0.3853, 0.2646, -0.1427, 0.3004, 0.4544, 0.4381, 0.4826, 0.3012, 0.2659, -0.1052, 0.2101, 0.3596, -0.2442, 1.5053, 1.0957, 0.7296, -0.4243, 0.3805, -0.5109, 0.0500, -0.3883, -0.6743, -0.3613, -0.6070, 0.4118, -0.8061, 0.1531, -0.0758, -0.9521, 0.1878, -1.2793, 2.2239, -1.8141, -0.1911, 0.2384, 0.3710, 0.2771, 0.4550, 0.4672, -0.9777, 0.4571, 0.5168, 0.1520, 0.3214, -0.6895, -0.1241, -0.6317, 1.1523, 0.4590, -1.1709, -0.8161, -0.2336, 0.4119, 0.1387, -0.0423, -0.6112, 0.1194, 0.2834, 0.3675, 0.1048, 0.3173, 0.3471, -0.5481, 0.0351, -0.4424, -0.4936, 0.0954, 0.3124, -0.1392, 0.3366, 0.3265, 0.2943, -0.5408, -0.5695, -0.2861, 0.3337, 0.3204, 0.2694, 0.1896, 0.1778, 0.4322, -0.0677, -0.5743, 0.4284, -0.6631, -0.2952, 0.3129, 0.4234, -0.5068, 0.3179, 0.4610, 0.1288, -0.5697, 0.2524, -0.3510, -0.3964, 0.3357, 0.2279, -0.2889, 0.3642, 0.2430, 0.2516, -0.5876, 0.5534, -0.5991, -0.5308, 0.3928, -0.3245, 0.0302, 0.2964, 0.4126, 0.3172, -0.4461, -0.6037, -0.2112, -0.5445, 0.2341, 0.4149, 0.0863, 0.3500, 0.2956, 0.2873]
}

(2)
{
  "formula": "C5H6FN",
  "method": "ωB97M-V/def2-TZVPD",
  "e_above_lowest_kcal_mol": 129.5,
  "multiplicity": 1,
  "total_charge": 0,
  "energy_ev": -9483.8736,
  "e_homo_ev": [-8.249, -8.877],
  "symbols": ["C", "C", "C", "C", "C", "N", "F", "H", "H", "H", "H", "H", "H"],
  "coordinates": [[-1.62284, 1.05692, -0.94858], [-2.07100, 0.10562, -0.12440], [-0.21229, -1.00828, 0.41438], [0.60385, 0.11834, 0.23929], [2.02453, -0.12529, -0.14927], [-1.50470, -1.08782, 0.33583], [0.41876, 1.24540, 0.96100], [-1.89937, 2.14775, -1.00057], [-3.06924, 0.11057, 0.19260], [0.11268, -2.07077, 0.50457], [2.61283, -0.49223, 0.81755], [2.41379, 0.77240, -0.34407], [2.19300, -0.77262, -0.89831]],
  "forces_ev_per_a": [[0.6612, 0.0646, 0.9495], [0.4060, 0.1890, -0.3505], [-1.5125, -2.1621, 0.1014], [0.7556, -0.3330, -0.4285], [-0.8619, -0.6807, 5.6943], [0.0398, 1.4422, -0.5749], [0.0250, -0.3756, -0.1452], [0.1886, -1.4626, -0.0549], [-1.7904, 0.5276, 0.3196], [1.1601, 1.0913, -0.0393], [-1.1184, 0.5317, -1.8163], [1.8363, 3.5163, -1.0655], [0.2105, -2.3489, -2.5898]],
  "mulliken_charge": [-0.4619, -0.0759, 0.1891, 0.4352, -1.4434, -0.5963, -0.2412, 0.2540, 0.4306, 0.3991, 0.2593, 0.4333, 0.4182]
}

| no. | strongest force on any atom (eV/A) |
| --- | --- |
| 1 | 2.03 |
| 2 | 5.80 |